[1]
Molecular formula: H6IO3
Method: DFT, ωB97M-V/def2-TZVPD

CARTESIAN COORDINATES (ANGSTROEM)
I1 -0.96 -0.50 -1.33
O1 -0.42 1.71 1.41
H1 -0.86 2.55 1.29
H2 -0.75 1.11 0.75
O2 -0.82 -2.08 1.97
H3 -1.35 -2.84 2.07
H4 -0.98 -1.81 1.06
O3 2.19 0.42 -2.69
H5 1.35 0.26 -2.28
H6 2.58 1.18 -2.26

Its charge is -1. For the frontier orbital gap, the calculation gives 7.921 eV. The value obtained for the LUMO energy is 3.62 eV. As for the HOMO energy: -0.1582 Eh.

---

[2]
Molecular formula: C5H6N
Method: DFT, ωB97M-V/def2-TZVPD

CARTESIAN COORDINATES (ANGSTROEM)
C1 -1.13 1.04 1.18
C2 0.13 1.06 1.22
C3 1.18 0.12 0.70
C4 -0.62 -0.28 -1.10
C5 0.04 -0.78 0.03
N1 -1.30 -0.16 0.31
H1 -2.02 1.53 1.49
H2 1.94 0.43 -0.12
H3 1.86 -0.32 1.53
H4 -0.55 0.68 -1.53
H5 -1.32 -0.87 -1.75
H6 0.17 -1.91 0.22

Its charge is +1. For the frontier orbital gap (spin up / spin down), the calculation gives 7.924 / 7.923 eV. The value obtained for the LUMO energy (spin up / spin down) is -7.15 / -7.15 eV. As for the HOMO energy (spin up / spin down): -0.5540 / -0.5540 Eh.

---

[3]
Molecular formula: C17H18Cl2N2O7
Method: DFT, ωB97M-V/def2-TZVPD

CARTESIAN COORDINATES (ANGSTROEM)
C1 0.38 1.39 6.07
O1 0.65 0.67 4.84
C2 0.08 1.24 3.75
O2 -0.42 2.35 3.70
N1 0.11 0.40 2.66
C3 -0.71 0.49 1.48
C4 -0.87 1.94 0.97
C5 0.40 2.63 0.46
C6 0.44 4.13 0.75
O3 0.45 4.95 -0.17
O4 0.46 4.42 2.09
C7 -0.61 2.01 -0.54
C8 -0.42 0.56 -1.00
N2 0.73 0.51 -1.95
C9 -1.76 0.06 -1.59
O5 -2.69 -0.10 -0.81
O6 -1.87 -0.24 -2.91
C10 -0.03 -0.23 0.32
O7 -0.33 -1.66 0.29
C11 0.75 -2.50 -0.23
C12 0.54 -2.71 -1.72
C13 -0.66 -3.17 -2.24
C14 -0.82 -3.40 -3.62
C15 0.24 -3.18 -4.49
Cl1 0.10 -3.62 -6.19
C16 1.45 -2.70 -3.98
Cl2 2.75 -2.17 -5.05
C17 1.59 -2.50 -2.61
H1 0.76 0.77 6.90
H2 0.84 2.40 6.08
H3 -0.71 1.53 6.19
H4 0.50 -0.52 2.89
H5 -1.70 0.06 1.60
H6 -1.66 2.58 1.38
H7 1.37 2.10 0.63
H8 0.22 3.61 2.56
H9 -1.22 2.68 -1.18
H10 0.73 -0.37 -2.44
H11 0.65 1.24 -2.65
H12 -2.73 -0.65 -3.02
H13 1.06 -0.10 0.47
H14 0.80 -3.48 0.27
H15 1.75 -2.05 -0.07
H16 -1.48 -3.41 -1.56
H17 -1.72 -3.84 -4.04
H18 2.59 -2.14 -2.28

Its charge is 0. For the frontier orbital gap, the calculation gives 9.926 eV. The value obtained for the LUMO energy is 0.35 eV. Its SMILES is COC(=O)N[C@H]1[C@H]2[C@H](C(=O)O)[C@H]2[C@](N)(C(=O)O)[C@@H]1OCc1ccc(Cl)c(Cl)c1. As for the HOMO energy: -0.3520 Eh.

---

[4]
Molecular formula: C56H45BF4I2N4OP2SbScSe2
Method: DFT, ωB97M-V/def2-TZVPD

CARTESIAN COORDINATES (ANGSTROEM)
Sc1 -0.33 0.63 -1.67
Se1 3.05 1.86 3.82
P1 1.08 1.19 3.97
C1 -0.08 2.47 4.53
C2 0.28 3.81 4.39
C3 -0.60 4.81 4.77
C4 -1.83 4.48 5.33
C5 -2.18 3.15 5.50
C6 -1.31 2.15 5.09
C7 0.96 -0.22 5.10
C8 1.50 -1.43 4.64
C9 1.63 -2.50 5.51
C10 1.22 -2.38 6.83
C11 0.68 -1.18 7.28
C12 0.55 -0.10 6.42
C13 0.42 0.59 2.36
C14 -0.78 0.09 1.80
N1 -0.54 0.03 0.47
N2 0.70 0.40 0.25
N3 1.30 0.75 1.35
P2 -2.42 -0.49 2.32
Se2 -3.17 -2.03 1.10
C15 -2.34 -1.10 4.02
C16 -1.48 -2.17 4.29
C17 -1.51 -2.80 5.52
C18 -2.40 -2.37 6.50
C19 -3.26 -1.31 6.24
C20 -3.23 -0.68 5.00
C21 -3.45 1.00 2.34
C22 -2.91 2.27 2.16
C23 -3.74 3.38 2.13
C24 -5.11 3.23 2.29
C25 -5.66 1.97 2.48
C26 -4.83 0.85 2.49
H1 1.25 4.05 3.97
H2 -0.32 5.85 4.65
H3 -2.51 5.27 5.64
H4 -3.14 2.89 5.93
H5 -1.58 1.12 5.23
H6 1.85 -1.51 3.62
H7 2.05 -3.43 5.15
H8 1.33 -3.21 7.51
H9 0.36 -1.08 8.31
H10 0.15 0.83 6.79
H11 -0.81 -2.53 3.51
H12 -0.84 -3.63 5.72
H13 -2.43 -2.86 7.46
H14 -3.96 -0.98 7.00
H15 -3.91 0.14 4.81
H16 -1.85 2.39 2.02
H17 -3.31 4.36 1.97
H18 -5.75 4.10 2.27
H19 -6.73 1.85 2.60
H20 -5.26 -0.14 2.58
I1 -0.90 -3.66 -4.62
C27 -2.30 -2.58 -3.55
C28 -3.65 -3.00 -3.62
C29 -4.65 -2.30 -3.02
I2 -6.61 -3.01 -3.15
C30 -4.36 -1.09 -2.33
C31 -5.30 -0.21 -1.76
C32 -4.89 0.95 -1.18
C33 -3.52 1.26 -1.16
N4 -2.62 0.46 -1.67
C34 -3.01 -0.71 -2.24
C35 -1.95 -1.48 -2.81
O1 -0.71 -1.01 -2.64
H21 -3.88 -3.90 -4.17
H22 -6.35 -0.47 -1.79
H23 -5.59 1.64 -0.74
H24 -3.16 2.18 -0.72
F1 -1.03 2.46 -2.64
B1 -0.33 3.23 -1.62
F2 -0.13 4.52 -1.94
F3 0.89 2.46 -1.52
F4 -1.03 2.97 -0.44
C36 5.25 -1.78 -1.48
C37 5.55 -0.96 -2.71
C38 6.86 -0.91 -3.20
C39 7.17 -0.18 -4.33
C40 6.18 0.51 -5.01
C41 4.88 0.46 -4.54
C42 4.55 -0.26 -3.40
Sb1 2.53 -0.44 -2.72
C43 2.33 -2.47 -3.35
C44 1.97 -3.31 -2.30
C45 2.01 -4.69 -2.44
C46 2.41 -5.23 -3.66
C47 2.75 -4.40 -4.71
C48 2.72 -3.01 -4.58
C49 3.11 -2.17 -5.77
C50 1.62 0.82 -4.21
C51 0.62 0.33 -5.05
C52 -0.04 1.15 -5.95
C53 0.31 2.49 -6.03
C54 1.30 2.99 -5.20
C55 1.97 2.18 -4.28
C56 3.03 2.83 -3.43
H25 6.16 -1.96 -0.91
H26 4.82 -2.74 -1.75
H27 4.54 -1.27 -0.82
H28 7.63 -1.44 -2.66
H29 8.20 -0.16 -4.69
H30 6.42 1.08 -5.90
H31 4.10 0.99 -5.09
H32 1.65 -2.89 -1.36
H33 1.73 -5.33 -1.62
H34 2.45 -6.31 -3.79
H35 3.05 -4.83 -5.66
H36 2.70 -2.60 -6.68
H37 4.19 -2.11 -5.88
H38 2.73 -1.15 -5.69
H39 0.35 -0.72 -4.99
H40 -0.81 0.74 -6.59
H41 -0.20 3.14 -6.73
H42 1.56 4.04 -5.26
H43 2.64 3.74 -2.97
H44 3.90 3.10 -4.03
H45 3.39 2.19 -2.62

Its charge is 0. For the frontier orbital gap, the calculation gives 7.358 eV. The value obtained for the LUMO energy is -0.38 eV. As for the HOMO energy: -0.2845 Eh.

---

[5]
Molecular formula: C5H10O2
Method: DFT, ωB97M-V/def2-TZVPD

CARTESIAN COORDINATES (ANGSTROEM)
O1 2.66 0.13 -0.26
C1 1.67 -0.77 0.16
C2 0.35 -0.56 -0.64
C3 -0.87 -0.96 0.21
C4 -1.66 0.39 0.37
C5 -0.68 1.47 -0.08
O2 0.15 0.81 -1.02
H1 2.15 0.94 -0.44
H2 1.57 -0.68 1.26
H3 2.09 -1.76 -0.03
H4 0.46 -1.08 -1.60
H5 -0.55 -1.41 1.16
H6 -1.50 -1.71 -0.29
H7 -2.09 0.66 1.34
H8 -2.46 0.35 -0.36
H9 -0.13 1.87 0.79
H10 -1.18 2.32 -0.57

Its charge is 0. For the frontier orbital gap, the calculation gives 10.811 eV. The value obtained for the LUMO energy is 0.95 eV. Its SMILES is OC[C@H]1CCCO1. As for the HOMO energy: -0.3624 Eh.

---

[6]
Molecular formula: C2H3Br2FSi
Method: DFT, ωB97M-V/def2-TZVPD

CARTESIAN COORDINATES (ANGSTROEM)
C1 -0.01 0.63 0.18
C2 -0.92 -0.17 -0.29
Si1 -2.67 -0.08 0.41
F1 -2.66 -0.15 1.98
Br1 -3.71 1.76 -0.19
Br2 -3.88 -1.77 -0.21
H1 1.10 0.81 -0.19
H2 -0.26 1.61 0.60
H3 -0.67 -1.29 -0.74

Its charge is 0. For the frontier orbital gap, the calculation gives 11.232 eV. The value obtained for the LUMO energy is 0.46 eV. Its SMILES is C=C[Si](F)(Br)Br. As for the HOMO energy: -0.3958 Eh.